Record 1
C12H36BF4O6RbS6 as an isolated structure, computed with ωB97M-V/def2-TZVPD.

The calculation puts the HOMO energy at -8.51 eV. For the HOMO-LUMO gap, the calculation gives 8.358 eV. Its total energy is -3767.9081 Eh.

Last column: Mulliken charge in e.
Positions of all 66 atoms, in Å:
Rb: -4.286 18.531 10.215  1.006
B: -5.611 21.744 12.374  0.730
F: -6.700 21.558 11.497  -0.244
F: -6.026 21.646 13.714  -0.475
F: -4.644 20.740 12.083  -0.532
F: -5.031 23.000 12.126  -0.254
C: -6.358 16.138 14.567  -1.030
S: -5.127 16.866 13.503  0.595
O: -5.771 17.019 12.164  -0.678
C: -5.079 18.443 14.337  -0.521
H: -7.119 16.873 14.838  0.306
H: -5.892 15.772 15.480  0.361
H: -6.829 15.344 13.992  0.348
H: -4.841 18.222 15.378  0.504
H: -6.072 18.896 14.293  0.201
H: -4.374 19.119 13.866  -0.030
C: -8.857 23.546 10.918  -0.655
S: -8.977 23.909 9.179  0.382
O: -8.517 25.298 8.958  -0.644
C: -7.618 22.840 8.687  -0.262
H: -7.865 23.773 11.315  -0.112
H: -9.092 22.500 11.115  0.480
H: -9.592 24.173 11.428  0.403
H: -7.240 23.179 7.728  0.412
H: -7.979 21.811 8.625  0.374
H: -6.860 22.839 9.472  -0.435
C: -8.231 25.701 13.907  -0.986
S: -7.973 24.287 14.985  0.630
O: -8.869 24.520 16.135  -0.707
C: -8.804 23.108 13.946  -0.511
H: -9.269 25.985 14.085  0.421
H: -8.037 25.476 12.859  0.234
H: -7.578 26.507 14.236  0.339
H: -8.162 22.773 13.130  -0.232
H: -9.732 23.536 13.561  0.385
H: -9.041 22.256 14.580  0.394
C: -1.445 21.152 12.053  -0.201
S: -1.272 19.460 12.624  0.621
O: -1.421 18.587 11.423  -0.691
C: 0.484 19.524 12.995  -1.047
H: -0.820 21.276 11.167  0.420
H: -1.115 21.835 12.835  0.338
H: -2.498 21.313 11.836  -0.445
H: 0.652 20.437 13.569  0.342
H: 1.036 19.566 12.060  0.322
H: 0.732 18.664 13.608  0.346
C: -3.709 22.683 9.126  0.096
S: -3.784 21.428 7.853  0.623
O: -3.061 20.247 8.435  -0.691
C: -2.634 22.196 6.737  -1.026
H: -2.885 22.447 9.795  0.042
H: -4.642 22.736 9.683  -0.641
H: -3.533 23.667 8.686  0.502
H: -2.961 23.212 6.526  0.356
H: -2.575 21.580 5.844  0.354
H: -1.660 22.238 7.226  0.321
C: -4.180 25.511 13.718  -0.652
S: -2.766 24.422 13.912  0.609
O: -1.641 25.274 14.364  -0.733
C: -3.382 23.553 15.350  -0.733
H: -4.230 26.159 14.596  0.403
H: -5.081 24.915 13.608  -0.175
H: -3.947 26.128 12.854  0.356
H: -4.354 23.111 15.103  0.089
H: -3.516 24.265 16.163  0.400
H: -2.690 22.749 15.583  0.291

Record 2
C2H3LaO2P as an isolated structure in a non-equilibrium geometry, computed with ωB97M-V/def2-TZVPD.

The calculation puts the HOMO energy (spin up / spin down) at -21.43 / -21.61 eV. For the HOMO-LUMO gap (spin up / spin down), the calculation gives 6.397 / 6.542 eV. Its total energy is -599.9770 Eh. As for the net charge: +3.

Last column: Mulliken charge in e.
Positions of all 9 atoms, in Å:
O: 0.731 -1.173 2.993  -0.122
C: 0.156 -0.112 2.940  0.254
H: -0.583 0.827 3.329  0.423
P: -1.136 -0.722 1.949  -0.021
C: 1.040 1.668 -3.959  0.073
O: 0.959 1.493 -2.755  -0.455
La: -0.201 0.234 -0.913  2.237
H: 1.939 1.338 -4.504  0.314
H: 0.160 1.981 -4.544  0.298

Calculated energy relative to the best compared isomer or geometry (same formula, charge and spin) (kcal per mole), listed in the same order as above: 0.00, 116.39